Record 1
The following is a quantum chemistry calculation of a single C6H12N2O molecule, from the Open Molecules 2025 dataset.

The value obtained for the LUMO energy is 0.92 eV. The gap between HOMO and LUMO comes out at 8.555 eV. For the HOMO energy, the calculation gives -7.64 eV. The molar mass is 128.175 g mol⁻¹. As for the SMILES: C=C/C(N)=C(\N)[C@@H](C)O. The total charge is 0. The value obtained for the maximum force is 8.09 eV Å⁻¹. As for the multiplicity: 1. For the energy relative to the best compared isomer or geometry (same formula, charge and spin), the calculation gives 343.6 kJ/mol.

XYZ file:
```
21
Properties=species:S:1:pos:R:3:forces:R:3
C -0.564 1.290 1.024 2.21 0.00 -1.86
C 0.157 2.598 1.251 -0.33 -0.05 0.35
C 0.363 0.390 -0.255 -3.84 2.84 5.22
C -0.303 -0.719 -0.259 2.59 -4.74 -6.02
N 1.578 0.853 -0.629 0.67 -0.15 -0.41
N -1.459 -1.221 0.338 -0.39 0.03 0.60
C 0.326 -1.798 -1.513 -0.46 1.10 2.60
C 0.676 -3.059 -1.261 -0.30 0.36 0.06
O -1.869 1.555 0.609 -0.06 -0.10 -0.11
H -2.292 0.704 0.418 0.09 0.05 0.00
H -0.549 0.694 1.951 0.11 -0.09 -0.32
H 2.175 0.189 -1.102 -0.01 0.19 -0.16
H 1.597 1.798 -0.980 0.10 -0.16 -0.09
H -1.355 -1.369 1.336 -0.03 -0.01 -0.01
H -1.700 -2.104 -0.101 -0.06 0.25 0.15
H 0.590 -1.378 -2.482 -0.27 0.26 0.17
H 0.171 3.189 0.336 0.01 0.05 -0.05
H 1.174 2.424 1.594 0.05 -0.02 -0.06
H -0.370 3.171 2.016 0.02 0.09 -0.02
H 0.490 -3.520 -0.296 0.00 0.03 0.05
H 1.164 -3.688 -1.997 -0.11 0.04 -0.08
```
Positions in Å, forces in eV/Å.

=====

Record 2
The following is a quantum chemistry calculation of 2 unconnected molecules or ions with the total composition C6H12N2O, from the Open Molecules 2025 dataset.

The value obtained for the LUMO energy is 0.77 eV. The gap between HOMO and LUMO comes out at 8.885 eV. For the HOMO energy, the calculation gives -8.11 eV. The molar mass is 128.175 g mol⁻¹. As for the SMILES: C=CC(=C)C.NNC=O. The total charge is 0. The value obtained for the maximum force is 4.94 eV Å⁻¹. As for the multiplicity: 1. For the energy relative to the best compared isomer or geometry (same formula, charge and spin), the calculation gives 376.1 kJ/mol.

XYZ file:
```
21
Properties=species:S:1:pos:R:3:forces:R:3
C -1.586 -0.886 -1.249 0.76 -0.34 -0.20
N 1.478 -0.837 0.231 2.18 0.46 -1.34
C -0.862 -0.336 -0.038 -4.03 2.74 0.80
N 2.177 -0.176 1.282 -0.82 -0.28 -0.29
C -1.270 -0.763 1.183 0.54 0.38 -1.04
H 1.468 -1.838 0.392 -0.18 0.19 -0.38
H 2.822 0.481 0.841 -0.37 0.13 0.22
H 1.456 0.304 1.830 0.58 0.26 -0.27
H -0.958 -0.772 -2.134 0.02 -0.18 -0.16
H -2.487 -0.311 -1.462 -0.07 0.07 0.16
H -1.845 -1.935 -1.128 -0.05 -0.04 -0.04
H -0.893 -0.338 2.100 -0.09 0.24 0.16
H -2.056 -1.497 1.270 0.34 -0.57 0.02
C 1.696 -0.398 -1.094 1.44 -1.46 1.63
C -0.570 1.184 -0.291 0.18 -1.34 0.89
C -0.527 2.109 0.666 -0.56 -0.07 -0.13
O 2.212 0.652 -1.394 -0.44 0.05 0.09
H 1.544 -1.230 -1.805 -0.56 0.31 -0.07
H -0.586 1.522 -1.324 0.69 -0.32 -0.05
H -0.891 1.915 1.665 0.54 -0.29 0.28
H -0.321 3.148 0.460 -0.09 0.08 -0.27
```
Positions in Å, forces in eV/Å.